59
Properties=species:S:1:pos:R:3:forces:R:3:nbo_charge:R:1 method="wB97M-V/def2-TZVPD" homo_ev=-9.63 smiles="C[N+](=O)[O-].C[N+](=O)[O-].C[N+](=O)[O-].C[N+](=O)[O-].C[N+](=O)[O-].C[N+](=O)[O-].CCCC[SiH2]I" total_energy_ev=-60313.1391 gap_ev=8.96 total_charge=0
C -3.1251 1.1161 0.5257 -0.17 0.26 -0.18 -0.496
N -1.8934 0.8115 1.2963 -0.38 0.21 -0.32 0.548
O -1.1064 1.7177 1.4810 0.15 -0.30 0.07 -0.382
O -1.7612 -0.3346 1.6872 0.20 0.17 -0.03 -0.409
H -3.1071 2.1636 0.2408 0.09 -0.05 0.02 0.257
H -3.1240 0.4760 -0.3537 -0.05 -0.07 0.08 0.253
H -3.9767 0.9026 1.1672 0.06 -0.16 -0.03 0.235
C -0.4160 0.6809 4.2721 -0.05 0.26 0.09 -0.500
N 0.8164 0.3791 5.0424 -0.26 0.17 -0.09 0.543
O 1.6024 1.2813 5.2277 0.13 0.13 0.03 -0.386
O 0.9546 -0.7569 5.4357 0.08 -0.28 0.09 -0.385
H -0.4017 1.7268 3.9893 0.09 -0.04 0.04 0.239
H -0.4192 0.0472 3.3929 -0.01 -0.04 0.09 0.254
H -1.2636 0.4656 4.9192 0.05 -0.12 -0.03 0.230
C -0.3021 -4.3260 -2.0185 0.03 0.05 0.31 -0.485
N -0.8828 -3.7864 -3.2747 0.04 -0.05 0.23 0.537
O -1.6528 -2.8567 -3.1856 -0.29 -0.12 0.20 -0.377
O -0.5430 -4.3155 -4.3081 0.07 -0.10 -0.26 -0.379
H -0.6944 -3.7575 -1.1819 -0.03 0.00 -0.08 0.232
H -0.5919 -5.3708 -1.9470 0.10 0.00 -0.07 0.240
H 0.7777 -4.2224 -2.0862 -0.03 -0.12 -0.06 0.235
C -0.0365 4.8886 -0.1827 0.31 0.09 0.03 -0.487
N -1.1850 4.2885 -0.9053 0.23 0.05 -0.02 0.542
O -0.9967 3.8941 -2.0320 -0.03 -0.15 -0.20 -0.363
O -2.2389 4.2349 -0.3103 -0.28 0.01 0.15 -0.396
H 0.8310 4.8686 -0.8337 -0.09 -0.03 -0.03 0.232
H -0.3079 5.9097 0.0719 -0.05 -0.07 0.09 0.236
H 0.1333 4.2926 0.7104 -0.11 0.06 0.02 0.242
C -1.3524 -2.6903 3.7469 0.13 0.18 0.12 -0.492
N -1.3812 -3.9922 3.0342 0.04 0.17 0.09 0.537
O -0.3526 -4.3764 2.5242 0.21 -0.11 -0.18 -0.381
O -2.4371 -4.5810 3.0110 -0.24 -0.14 -0.02 -0.378
H -0.3503 -2.2824 3.6855 0.00 -0.11 0.00 0.234
H -2.0684 -2.0376 3.2573 -0.07 -0.09 0.07 0.241
H -1.6304 -2.8757 4.7812 -0.06 -0.02 -0.06 0.235
C 4.3111 1.0408 6.2353 -0.04 -0.10 -0.15 -0.481
N 5.6902 1.3676 6.6811 -0.14 -0.13 -0.12 0.533
O 6.6112 0.9411 6.0209 0.24 -0.06 -0.11 -0.379
O 5.7979 2.0426 7.6795 0.04 0.16 0.23 -0.384
H 4.3698 0.4368 5.3369 0.06 0.03 0.04 0.228
H 3.8284 0.4928 7.0391 -0.04 0.13 0.01 0.237
H 3.8005 1.9769 6.0387 0.00 -0.02 0.14 0.241
C 2.0861 0.2253 -4.5071 -1.00 -0.35 -0.72 -0.613
C 1.4241 -0.8370 -5.4558 0.73 0.55 -0.48 -0.393
C 0.0002 -0.4278 -5.9080 0.01 0.17 0.62 -0.398
C -1.0988 -0.5726 -4.7912 -0.21 0.53 -0.73 -0.858
Si -2.0906 1.0651 -4.8231 0.81 -1.00 -0.29 0.912
I -4.1472 0.9715 -3.4681 0.23 0.10 -0.08 -0.245
H 1.3605 0.5245 -3.7279 0.51 -0.13 -0.11 0.198
H 3.0214 -0.1442 -4.0624 -0.35 0.23 -0.13 0.213
H 2.2715 1.1122 -5.1433 0.13 -0.29 0.55 0.205
H 1.4941 -1.8653 -5.0570 -0.37 0.45 0.00 0.201
H 2.0542 -0.8347 -6.3720 -0.29 -0.21 0.43 0.200
H -0.3153 -1.0116 -6.7897 0.20 0.27 0.34 0.219
H 0.0544 0.6409 -6.2241 0.13 -0.56 -0.06 0.187
H -0.6589 -0.7781 -3.8039 -0.23 0.08 -0.36 0.234
H -1.7668 -1.3998 -5.0798 0.28 0.31 0.45 0.257
H -2.4415 1.2900 -6.2416 -0.29 0.04 0.09 -0.164
H -1.1734 2.1599 -4.4568 -0.20 0.12 0.29 -0.156